No. 1
C6H10N | ωB97M-V with the def2-TZVPD basis set

Calculated values
- max |F| (hartree/bohr) = 0.0947
- E (eV) = -7861.9070
- HOMO energy (eV) = -12.8819
- energy relative to the best compared isomer or geometry (same formula, charge and spin) (kJ/mol) = 428.5
- lowest unoccupied orbital energy (eV) = -4.70
- total charge = +1
- gap between HOMO and LUMO (eV) = 8.2

Atoms and positions in Å:
C1 -1.436 -0.350 1.146
C2 -1.301 0.907 0.390
C3 0.588 -1.652 0.948
C4 0.101 1.074 -0.169
C5 0.902 -2.594 -0.028
C6 0.364 2.320 -0.901
N1 -0.558 -1.208 1.270
H1 -2.351 -0.413 1.693
H2 -1.991 0.992 -0.533
H3 -1.660 1.726 0.974
H4 1.306 -0.982 1.460
H5 0.357 -3.602 0.084
H6 2.002 -2.772 0.085
H7 0.667 -2.316 -1.096
H8 0.096 1.758 -1.805
H9 1.566 2.434 -0.851
H10 -0.164 3.317 -0.834

Löwdin atomic charge list, values in e, 4 entries: C -0.060; C -0.167; C -0.118; C 0.013


No. 2
C6H10N | ωB97M-V with the def2-TZVPD basis set

Calculated values
- max |F| (hartree/bohr) = 0.0328
- E (eV) = -7865.0086
- HOMO energy (eV) = -15.0736
- energy relative to the best compared isomer or geometry (same formula, charge and spin) (kJ/mol) = 129.3
- lowest unoccupied orbital energy (eV) = -5.42
- total charge = +1
- gap between HOMO and LUMO (eV) = 9.7

Atoms and positions in Å:
C1 1.019 -1.817 -0.021
C2 -0.382 -1.641 -0.105
C3 -0.802 -0.336 -0.237
C4 1.015 0.398 0.305
C5 -2.173 0.119 0.114
C6 1.544 1.699 -0.174
N1 1.676 -0.704 0.075
H1 1.541 -2.758 -0.032
H2 -1.059 -2.463 0.067
H3 -0.339 0.298 -0.993
H4 0.454 0.462 1.246
H5 -2.887 -0.343 -0.576
H6 -2.281 1.197 0.019
H7 -2.453 -0.194 1.120
H8 1.921 1.631 -1.192
H9 2.394 1.955 0.465
H10 0.813 2.496 -0.081

Löwdin atomic charge list, values in e, 4 entries: C -0.026; C 0.030; C -0.138; C -0.209


No. 3
C6H10N | ωB97M-V with the def2-TZVPD basis set

Calculated values
- max |F| (hartree/bohr) = 0.0994
- E (eV) = -7863.4961
- HOMO energy (alpha / beta) (eV) = -13.5555 / -13.5558
- energy relative to the best compared isomer or geometry (same formula, charge and spin) (kJ/mol) = 275.2
- lowest unoccupied orbital energy (alpha / beta) (eV) = -4.47 / -4.47
- total charge = +1
- gap between HOMO and LUMO (alpha / beta) (eV) = 9.1 / 9.1

Atoms and positions in Å:
C1 -0.538 1.212 -1.935
C2 0.531 1.481 -1.102
C3 -1.167 0.381 -0.808
C4 0.169 0.613 1.374
C5 0.905 -0.613 0.954
C6 0.330 -1.931 0.707
N1 0.006 0.733 -0.027
H1 -0.745 1.425 -2.914
H2 1.502 1.893 -1.119
H3 -2.181 0.640 -0.521
H4 -1.164 -0.688 -1.196
H5 -0.888 0.538 1.810
H6 0.768 1.371 1.912
H7 1.912 -0.384 0.896
H8 1.031 -2.553 1.162
H9 0.202 -2.113 -0.383
H10 -0.673 -2.004 1.190

Löwdin atomic charge list, values in e, 4 entries: C 0.072; C 0.013; C -0.091; C -0.095


No. 4
C6H10N | ωB97M-V with the def2-TZVPD basis set

Calculated values
- max |F| (hartree/bohr) = 0.0796
- E (eV) = -7859.7119
- HOMO energy (alpha / beta) (eV) = -11.4904 / -13.8601
- energy relative to the best compared isomer or geometry (same formula, charge and spin) (kJ/mol) = 445.8
- spin multiplicity = 3
- lowest unoccupied orbital energy (alpha / beta) (eV) = -3.27 / -6.61
- total charge = +1
- gap between HOMO and LUMO (alpha / beta) (eV) = 8.2 / 7.3

Atoms and positions in Å:
C1 -0.726 -1.313 -0.031
C2 -0.283 -0.199 -0.593
C3 0.068 -1.789 1.058
C4 1.332 -0.905 1.227
C5 -0.555 2.345 -1.552
C6 0.135 0.862 -1.485
N1 0.214 -0.948 2.196
H1 -1.739 -1.678 -0.337
H2 0.068 -2.818 1.229
H3 2.236 -1.429 1.443
H4 -1.388 2.238 -2.346
H5 0.342 2.854 -1.905
H6 -0.984 2.685 -0.589
H7 1.180 1.060 -1.094
H8 0.224 0.614 -2.533
H9 -0.445 -0.167 2.276
H10 0.322 -1.414 3.035

Löwdin atomic charge list, values in e, 4 entries: C -0.086; C 0.023; C -0.238; C 0.204


No. 5
C6H10N2 | ωB97M-V with the def2-TZVPD basis set

Calculated values
- max |F| (hartree/bohr) = 0.0905
- E (eV) = -9362.3732
- HOMO energy (eV) = -9.9443
- energy relative to the best compared isomer or geometry (same formula, charge and spin) (kJ/mol) = 199.1
- structure (SMILES) = C=C(C)[C@@](C)(N)C#N
- lowest unoccupied orbital energy (eV) = 0.76
- total charge = 0
- gap between HOMO and LUMO (eV) = 10.7

Atoms and positions in Å:
C1 -0.325 1.561 1.253
C2 -0.447 0.700 0.319
C3 -1.725 0.627 -0.555
C4 0.586 -0.278 0.012
C5 0.249 -1.727 0.104
N1 1.160 0.082 -1.298
C6 1.776 -0.167 0.965
N2 2.663 -0.310 1.675
H1 0.608 1.594 1.692
H2 -0.947 2.418 1.405
H3 -2.037 -0.335 -0.698
H4 -2.480 1.194 0.026
H5 -1.768 1.299 -1.489
H6 0.153 -2.129 -0.908
H7 1.046 -2.233 0.617
H8 -0.756 -1.940 0.546
H9 1.735 -0.692 -1.617
H10 0.510 0.336 -2.050

Löwdin atomic charge list, values in e, 4 entries: C 0.074; C -0.330; C -0.028; C -0.548


No. 6
C6H10N2 | ωB97M-V with the def2-TZVPD basis set

Calculated values
- max |F| (hartree/bohr) = 0.1239
- E (eV) = -9353.9172
- HOMO energy (eV) = -8.7937
- energy relative to the best compared isomer or geometry (same formula, charge and spin) (kJ/mol) = 1015.0
- lowest unoccupied orbital energy (eV) = 0.60
- total charge = 0
- gap between HOMO and LUMO (eV) = 9.4

Atoms and positions in Å:
C1 -0.992 0.333 1.497
C2 -0.642 -0.820 0.512
C3 0.276 -1.737 -1.174
C4 0.925 -0.791 -0.149
C5 1.491 0.645 -0.489
C6 2.356 1.557 -0.315
H1 -1.767 1.359 -0.104
H2 -0.773 2.615 0.585
H3 -1.727 0.040 2.293
H4 -0.041 0.695 2.043
H5 -0.647 -1.670 1.159
H6 -2.288 -0.977 -1.266
H7 -0.085 -3.027 -0.610
H8 0.872 -1.880 -2.374
H9 1.731 -1.390 0.650
H10 3.154 2.202 -0.055
N1 -1.545 1.600 0.842
N2 -1.157 -0.613 -1.071

Löwdin atomic charge list, values in e, 4 entries: C -0.270; C -0.301; C -0.168; C -0.328


- E of number 1 (C6H10N)?
  -7861.9070 eV